Here is a 2-piece molecular cluster, C4H11NO3 overall from OMol25. Energies are from the ωB97M-V functional and the def2-TZVPD basis.

ORCA input file:
```
! wB97M-V def2-TZVPD RIJCOSX def2/J DEFGRID3
* xyz 0 1
O -0.356 -1.044 2.380
C 0.110 0.067 2.215
N 0.861 0.416 1.162
C 1.087 -0.553 0.096
C -0.144 -0.640 -0.893
C -0.906 -1.934 -0.783
O -0.966 0.496 -0.783
H -0.011 0.879 2.953
H 1.186 1.365 1.126
H 1.305 -1.521 0.526
H 1.873 -0.107 -0.511
H 0.348 -0.468 -1.854
H -1.629 -1.859 0.029
H -0.294 -2.785 -0.515
H -1.543 -2.102 -1.606
H -1.306 0.691 0.097
H 0.852 2.876 -1.498
H -0.651 2.882 -1.153
O 0.184 3.341 -0.986
*
```

Properties
**SMILES**: C[C@@H](O)CNC=O.O
**Electronic energy**: -439.4780 Eh

Calculated atomic charges, method Mulliken, unit e: -0.541 -0.047 -0.124 -0.695 0.389 -1.397 -0.545 0.355 0.220 0.286 0.389 0.300 0.327 0.355 0.389 0.341 0.306 0.318 -0.626

Here is a 7-piece molecular cluster, C41H41NO12 overall from OMol25. Energies are from the ωB97M-V functional and the def2-TZVPD basis.

ORCA input file:
```
! wB97M-V def2-TZVPD RIJCOSX def2/J DEFGRID3
* xyz 0 1
N -10.404 28.137 34.142
C -9.967 29.250 34.740
C -10.766 29.817 35.806
C -12.001 29.326 36.263
C -12.345 28.053 35.679
C -11.430 27.489 34.604
H -9.294 29.873 34.396
H -10.454 30.677 36.386
H -12.572 29.714 37.159
H -13.104 27.392 35.976
H -11.723 26.624 34.063
C -14.907 29.042 38.404
C -14.894 29.298 39.914
C -15.718 30.259 40.395
C -16.676 30.975 39.672
C -16.752 30.751 38.255
C -15.864 29.917 37.621
O -15.709 29.652 36.272
O -15.623 30.700 41.697
H -14.192 28.374 38.107
H -14.330 28.589 40.498
H -17.339 31.838 40.124
H -17.510 31.405 37.550
H -16.571 29.951 35.702
H -14.746 30.559 41.891
C -11.355 33.858 37.149
C -10.677 34.649 36.100
C -9.327 34.471 35.999
C -8.768 33.552 36.930
C -9.455 32.916 37.938
C -10.772 33.070 38.133
O -11.408 32.521 39.152
O -8.616 35.112 35.024
H -12.457 34.219 37.054
H -11.281 35.312 35.336
H -7.722 33.273 36.616
H -8.932 32.329 38.827
H -10.802 31.887 39.573
H -7.721 34.929 35.174
C -6.828 30.142 39.361
C -6.090 31.436 38.946
C -5.883 31.685 37.622
C -6.250 30.769 36.691
C -7.009 29.646 37.025
C -7.276 29.324 38.348
O -7.954 28.164 38.661
O -5.305 32.827 37.222
H -6.826 29.850 40.416
H -5.841 32.086 39.726
H -5.874 30.673 35.662
H -7.367 29.031 36.370
H -8.338 27.768 37.924
H -4.539 32.795 36.656
C -8.325 23.625 38.185
C -7.886 24.875 37.592
C -8.533 25.436 36.523
C -9.664 24.632 36.042
C -10.050 23.360 36.500
C -9.288 22.808 37.514
O -9.678 21.769 38.201
O -8.270 26.681 35.924
H -7.643 23.466 39.150
H -7.034 25.390 37.860
H -10.332 24.871 35.224
H -11.088 22.814 36.314
H -8.982 21.620 38.785
H -8.793 27.045 35.191
C -11.753 25.153 31.502
C -12.121 26.520 30.748
C -11.006 27.342 30.364
C -9.708 26.904 30.688
C -9.489 25.783 31.542
C -10.434 24.846 31.856
O -10.244 23.619 32.476
O -11.421 28.411 29.634
H -12.730 24.611 31.482
H -13.028 26.705 30.456
H -8.904 27.537 30.391
H -8.452 25.556 31.902
H -10.662 23.022 31.962
H -12.319 28.736 30.052
C -7.066 31.507 30.889
C -6.214 32.318 31.847
C -6.732 32.720 33.033
C -8.088 32.424 33.280
C -8.955 31.722 32.412
C -8.492 31.340 31.237
O -9.261 30.587 30.300
O -6.035 33.443 33.954
H -6.641 31.181 29.954
H -5.179 32.691 31.482
H -8.791 32.696 34.128
H -10.038 31.613 32.702
H -10.173 30.176 30.331
H -5.208 33.867 33.835
*
```

Properties
**SMILES**: Oc1ccc(O)cc1.Oc1ccc(O)cc1.Oc1ccc(O)cc1.Oc1ccc(O)cc1.Oc1ccc(O)cc1.Oc1ccc(O)cc1.c1ccncc1
**Electronic energy**: -2544.1391 Eh

Calculated atomic charges, method Mulliken, unit e: 0.011 -1.423 0.196 -0.522 -0.612 -0.657 1.317 0.499 0.188 0.588 0.455 -0.576 -0.756 0.595 -0.387 -0.452 0.605 -0.507 -0.531 0.614 0.447 0.267 0.091 0.330 0.279 -0.447 -0.426 -0.221 0.483 0.382 0.711 -0.574 -0.573 0.181 0.270 -0.269 -0.213 0.315 0.316 -0.829 -0.609 0.190 0.072 -0.910 0.237 -0.531 -0.604 0.421 0.530 0.240 1.242 0.187 0.348 -0.484 -0.469 0.076 0.316 -0.755 0.765 -0.507 -0.425 0.107 0.552 0.089 0.250 0.283 0.105 -0.553 -0.937 0.634 -0.682 0.064 0.122 -0.480 -0.612 0.240 0.713 0.453 0.352 0.306 0.354 -0.842 -0.657 0.058 0.695 -0.440 0.535 -0.536 -0.359 0.454 0.217 0.097 0.376 0.266 0.277

Here is one molecule with the formula C22H23ClN2O5S2 from OMol25. Energies are from the ωB97M-V functional and the def2-TZVPD basis.

ORCA input file:
```
! wB97M-V def2-TZVPD RIJCOSX def2/J DEFGRID3
* xyz 0 1
C 2.204 0.852 -4.719
H 1.166 0.750 -5.050
O 2.274 1.195 -3.356
C 1.689 0.366 -2.455
C 1.098 -0.858 -2.744
C 0.520 -1.628 -1.752
C 0.507 -1.200 -0.428
C 1.089 0.029 -0.126
C 1.671 0.786 -1.122
Cl 2.380 2.297 -0.714
H 1.051 0.434 0.868
N -0.046 -1.996 0.586
S 0.035 -1.484 2.188
O -0.631 -0.216 2.351
O -0.456 -2.571 2.981
C 1.790 -1.308 2.476
C 2.263 -0.225 3.191
C 3.623 -0.114 3.427
C 4.487 -1.086 2.949
C 3.998 -2.174 2.242
C 2.638 -2.291 2.005
H 2.229 -3.126 1.460
H 4.675 -2.931 1.876
H 5.547 -0.997 3.129
H 4.007 0.730 3.980
H 1.561 0.514 3.547
C -1.150 -2.877 0.276
H -0.839 -3.683 -0.393
C -2.350 -2.150 -0.341
O -3.057 -2.674 -1.177
N -2.550 -0.911 0.142
H -1.930 -0.526 0.841
C -3.601 -0.060 -0.367
C -3.342 0.373 -1.810
H -4.075 1.114 -2.130
H -3.395 -0.499 -2.462
S -1.673 1.038 -2.102
C -1.791 2.745 -1.417
C -1.789 2.806 0.060
C -2.792 3.073 0.951
C -2.203 3.014 2.237
C -0.893 2.716 2.030
O -0.635 2.589 0.722
H -0.078 2.572 2.709
H -2.691 3.172 3.176
H -3.813 3.301 0.719
H -2.691 3.204 -1.823
H -0.905 3.235 -1.820
H -4.546 -0.616 -0.353
H -3.679 0.805 0.291
H -1.461 -3.325 1.224
H 0.062 -2.562 -2.030
H 1.071 -1.223 -3.757
H 2.749 -0.074 -4.929
H 2.675 1.676 -5.252
*
```

Properties
**SMILES**: COc1ccc(N(CC(=O)NCCSCc2ccco2)S(=O)(=O)c2ccccc2)cc1Cl
**Electronic energy**: -2594.3986 Eh

Calculated atomic charges, method Mulliken, unit e: -0.929 0.354 -0.505 1.112 -0.439 -1.319 -0.150 0.254 0.421 -0.218 -0.105 0.004 1.508 -0.579 -0.854 -0.013 0.021 -0.754 -0.425 -0.780 -0.298 0.463 0.409 0.408 0.415 0.466 -1.074 0.395 0.729 -0.709 0.275 0.073 -1.071 -0.920 0.543 0.489 0.084 -0.846 0.320 -0.620 -0.575 -0.525 -0.083 0.498 0.452 0.571 0.432 0.347 0.374 0.430 0.568 0.352 0.421 0.341 0.263

Here is one molecule with the formula C4H7NO2S from OMol25. Energies are from the ωB97M-V functional and the def2-TZVPD basis.

ORCA input file:
```
! wB97M-V def2-TZVPD RIJCOSX def2/J DEFGRID3
* xyz 0 1
C -2.017 1.190 1.013
C 0.183 0.715 2.134
C 0.655 -0.612 -0.964
C 1.779 -1.429 -1.053
H -2.744 1.799 1.548
H -1.651 1.583 0.117
H -2.214 0.076 0.997
H 0.859 0.936 3.043
H 1.559 -2.447 -1.804
H 2.817 -0.814 -1.294
H 1.539 -1.912 0.086
N 0.977 0.206 1.311
O -0.997 1.318 2.183
O 0.339 0.200 0.048
S -0.334 -0.750 -2.281
*
```

Properties
**SMILES**: CO/C=N\OC(C)=S
**Electronic energy**: -759.8432 Eh

Calculated atomic charges, method Mulliken, unit e: -0.485 0.232 0.312 -0.697 0.241 0.259 0.278 0.304 0.293 0.226 0.264 -0.493 -0.311 -0.103 -0.320

Here is a 3-piece molecular cluster, C20H47BClN4O6 overall from OMol25. Energies are from the ωB97M-V functional and the def2-TZVPD basis.

ORCA input file:
```
! wB97M-V def2-TZVPD RIJCOSX def2/J DEFGRID3
* xyz -1 1
C 7.664 3.177 1.209
C 7.957 2.912 -0.275
N 7.530 1.576 -0.710
C 6.155 1.555 -1.261
C 5.053 1.590 -0.220
B 3.581 1.455 -0.915
O 3.502 0.467 -2.044
C 2.837 -0.671 -1.566
C 3.812 -1.661 -0.933
N 4.854 -1.988 -1.921
C 1.842 -0.037 -0.579
Cl 1.199 -1.312 0.617
C 0.605 0.541 -1.316
C 0.169 1.905 -0.788
C -0.491 2.823 -1.827
O -0.970 2.091 -2.964
O 2.572 0.887 0.098
C 8.468 1.041 -1.646
C 8.413 1.532 -3.084
O 9.301 0.233 -1.312
H 7.483 2.231 1.713
H 6.786 3.807 1.341
H 8.505 3.673 1.696
H 9.033 2.996 -0.441
H 7.466 3.675 -0.897
H 6.056 0.640 -1.848
H 6.019 2.403 -1.954
H 5.096 2.548 0.308
H 5.238 0.801 0.519
H 3.201 2.575 -1.299
H 2.315 -1.181 -2.386
H 3.277 -2.571 -0.658
H 4.217 -1.222 -0.017
H 4.962 -1.167 -2.510
H 5.745 -2.118 -1.458
H 0.856 0.600 -2.375
H -0.218 -0.165 -1.223
H -0.516 1.765 0.051
H 1.050 2.406 -0.394
H 0.214 3.598 -2.136
H -1.345 3.332 -1.365
H -0.962 2.673 -3.725
H 7.995 0.745 -3.713
H 7.807 2.427 -3.205
H 9.432 1.720 -3.418
C -5.621 0.319 -0.158
C -4.366 0.583 -0.979
C -3.154 -0.250 -0.545
O -2.553 0.181 0.661
C -3.105 -0.336 1.848
N -4.060 2.017 -0.987
H -5.561 0.804 0.819
H -6.496 0.725 -0.666
H -5.786 -0.746 0.004
H -4.569 0.291 -2.015
H -2.379 -0.145 -1.307
H -3.417 -1.315 -0.472
H -3.441 -1.370 1.710
H -3.951 0.257 2.210
H -2.318 -0.321 2.602
H -3.267 2.145 -1.614
H -3.698 2.253 -0.067
C -5.919 -3.699 2.299
C -6.808 -2.555 2.775
C -7.758 -2.935 3.915
O -8.867 -3.725 3.528
C -8.626 -5.113 3.439
N -7.495 -1.978 1.620
H -6.476 -4.395 1.670
H -5.099 -3.306 1.698
H -5.495 -4.254 3.137
H -6.155 -1.773 3.180
H -8.187 -2.018 4.326
H -7.206 -3.437 4.721
H -7.922 -5.442 4.210
H -8.233 -5.406 2.463
H -9.579 -5.618 3.595
H -7.976 -1.126 1.889
H -8.225 -2.618 1.321
*
```

Properties
**Electronic energy**: -1945.8219 Eh

Calculated atomic charges, method Mulliken, unit e: -1.296 -0.287 0.309 -0.021 -0.739 1.095 -0.935 -0.238 -0.654 -0.827 1.120 -0.319 -1.275 -0.093 -0.810 -0.509 -0.683 0.372 -0.984 -0.601 0.305 0.296 0.366 0.508 0.257 0.063 0.035 -0.119 0.127 -0.380 0.452 0.489 0.282 0.276 0.299 0.337 0.266 0.141 0.406 0.451 0.276 0.261 0.267 0.308 0.380 -1.587 0.429 -0.562 -0.221 -0.743 -0.807 0.202 0.417 0.350 0.410 0.236 0.438 0.215 0.230 0.346 0.263 0.398 -1.401 0.649 -0.899 -0.379 -0.636 -0.533 0.327 0.215 0.352 0.235 0.381 0.418 0.295 0.227 0.255 0.271 0.236

Here is a 12-piece molecular cluster, H24O12 overall from OMol25. Energies are from the ωB97M-V functional and the def2-TZVPD basis.

ORCA input file:
```
! wB97M-V def2-TZVPD RIJCOSX def2/J DEFGRID3
* xyz 0 1
O 3.404 -1.220 1.231
H 2.577 -0.734 1.331
H 3.971 -0.884 1.933
O -2.564 -0.270 1.388
H -1.948 -0.442 2.111
H -2.430 0.659 1.169
O -2.389 -2.016 -0.678
H -2.929 -1.556 -0.016
H -1.738 -2.518 -0.153
O -0.240 0.033 3.205
H 0.009 -0.495 3.971
H 0.515 0.615 3.030
O 1.667 1.914 2.160
H 1.515 2.327 1.299
H 2.095 2.595 2.693
O -2.086 1.893 -0.584
H -2.476 2.578 -1.143
H -2.116 1.083 -1.123
O 0.257 2.612 0.657
H -0.575 2.473 0.150
H 0.202 3.519 0.977
O -0.277 -0.842 -4.261
H 0.257 -0.545 -5.005
H -0.101 -0.198 -3.544
O 0.381 1.172 -2.440
H 0.145 1.978 -1.958
H 0.974 1.472 -3.142
O 0.875 -2.484 -2.207
H 0.277 -2.027 -2.820
H 0.768 -2.020 -1.366
O -0.018 -3.033 0.983
H 0.899 -3.297 1.105
H 0.030 -2.081 0.759
O 0.368 -0.479 0.126
H 0.376 0.054 -0.682
H 0.327 0.165 0.846
*
```

Properties
**SMILES**: O.O.O.O.O.O.O.O.O.O.O.O
**Electronic energy**: -917.2486 Eh

Calculated atomic charges, method Mulliken, unit e: -0.634 0.343 0.290 -0.587 0.288 0.305 -0.642 0.328 0.339 -0.598 0.301 0.292 -0.637 0.401 0.226 -0.677 0.294 0.315 -0.567 0.260 0.284 -0.658 0.299 0.421 -0.612 0.249 0.272 -0.680 0.376 0.316 -0.705 0.350 0.235 0.173 0.041 0.000

Here are the calculated max |F| numbers, same order: 1.68; 11.38; 1.26; 5.87; 0.42; 3.85 (eV Å⁻¹).